Entry 1:
This record from the Open Molecules 2025 dataset describes 2 unconnected molecules or ions with the total composition C5H4N2 at a distorted geometry. The level of theory is the ωB97M-V functional and the def2-TZVPD basis.

Its LUMO energy (alpha / beta) is -2.31 / -2.66 eV. The HOMO-LUMO gap (alpha / beta) comes out at 6.951 / 6.562 eV.

```
11
Properties=species:S:1:pos:R:3:nbo_charge:R:1
C 3.06 0.63 0.27 0.05
C 1.78 0.46 0.24 -0.35
C 0.38 0.24 0.13 0.03
C -0.33 -0.87 -0.35 -0.36
C -1.67 -0.47 -0.23 -0.03
N -1.80 0.74 0.29 -0.25
N -0.54 1.15 0.49 -0.30
H 2.09 -0.99 -1.02 0.33
H -0.07 -1.91 -0.23 0.24
H -2.57 -1.03 -0.47 0.22
H -0.33 2.05 0.88 0.41
```

=====

Entry 2:
This record from the Open Molecules 2025 dataset describes a molecular structure, C5H4N2 at a distorted geometry. The level of theory is the ωB97M-V functional and the def2-TZVPD basis.

Its LUMO energy (alpha / beta) is 0.08 / -1.39 eV. The HOMO-LUMO gap (alpha / beta) comes out at 8.737 / 6.626 eV.

```
11
Properties=species:S:1:pos:R:3:nbo_charge:R:1
C 0.85 -0.94 -0.18 -0.18
C 1.50 0.41 -0.25 0.10
C 0.42 0.92 0.56 -0.16
C -0.10 -0.43 0.91 -0.06
N -0.64 -0.88 -0.32 -0.48
N -1.37 1.10 -0.89 -0.21
C -0.42 1.72 -0.34 -0.07
H 1.28 -1.93 -0.36 0.22
H -0.35 -0.88 1.87 0.24
H -1.07 -1.81 -0.32 0.38
H -0.10 2.72 -0.68 0.22
```

=====

Ordered energy relative to the best compared isomer or geometry (same formula, charge and spin) results: 713.1 865.9; unit kJ/mol.
Ordered DFT total energy results: -302.156701 -302.098495; unit Ha.